ORCA calculation (ωB97M-V with the def2-TZVPD basis set) on 3 unconnected molecules or ions with the total composition C3H12NO2.

Geometry as ORCA input:
```
! wB97M-V def2-TZVPD RIJCOSX def2/J DEFGRID3
* xyz 1 1
C 0.09610 -0.52684 1.53969
C -0.30778 -1.47212 0.45512
C 0.34721 -2.54460 0.02815
N -1.25212 -0.88264 -0.53083
H 0.92565 0.08909 1.19066
H -0.72076 0.14164 1.81399
H 0.45215 -1.05069 2.42392
H 0.19506 -2.91042 -0.98002
H 1.02371 -3.07894 0.67834
H -2.12635 -0.56610 -0.10161
H -1.52022 -1.61001 -1.19306
H -0.89798 -0.03030 -1.06106
H 0.05057 2.12799 -1.02083
H -0.21257 1.66137 -2.44889
O -0.42180 1.43771 -1.53765
H 1.76291 2.35571 0.34383
H 1.54292 3.84833 0.16146
O 1.06329 3.01083 0.23880
*
```

Summary:
Gap between HOMO and LUMO, eV: 11.3
E_tot, a.u.: -326.4871
Lowest unoccupied orbital energy, eV: -3.1
Relative energy (zero: lowest compared OMol25 entry of this formula, charge and spin), kcal/mol: 16.32
Highest occupied orbital energy, eV: -14.381

Here are the natural (NBO) charges for atoms 1 to 2, given in e: -0.6641, 0.1417

ORCA calculation (ωB97M-V with the def2-TZVPD basis set) on 2 unconnected molecules or ions with the total composition CN2O3S.

Geometry as ORCA input:
```
! wB97M-V def2-TZVPD RIJCOSX def2/J DEFGRID3
* xyz 0 1
C -1.24139 0.74702 0.48920
N -1.14102 1.85152 0.84127
N 1.31158 -0.19612 -0.04459
O 1.80680 0.40870 0.84831
O 1.62045 -0.61359 -1.07149
O -1.30964 -1.28441 -1.24185
S -1.04677 -0.91312 0.17916
*
```

Summary:
Gap between HOMO and LUMO (alpha / beta), eV: 8.3 / 8.1
E_tot, a.u.: -771.3277
Lowest unoccupied orbital energy (alpha / beta), eV: -1.9 / -2.4
Relative energy (zero: lowest compared OMol25 entry of this formula, charge and spin), kcal/mol: 36.62
Highest occupied orbital energy (alpha / beta), eV: -10.153 / -10.427

Here are the natural (NBO) charges for atoms 1 to 2, given in e: -0.1028, -0.1986

ORCA calculation (ωB97M-V with the def2-TZVPD basis set) on a gas-phase ion, C4H6IN2O (charge +1).

Geometry as ORCA input:
```
! wB97M-V def2-TZVPD RIJCOSX def2/J DEFGRID3
* xyz 1 1
C -0.86418 0.67028 0.35222
C -0.05309 -0.41865 -0.17291
C 0.69345 -1.34660 0.47305
N 1.34741 -2.19546 -0.29102
C 1.28424 -1.95551 -1.49814
I 2.12758 -2.40992 -3.28066
N 0.31375 -0.48477 -1.48454
O -0.12692 0.17417 -2.55798
H -0.74852 1.45235 -0.40710
H -2.00558 0.59666 0.49458
H -0.43331 1.06360 1.26396
H 0.84203 -1.48829 1.51864
H 1.92696 -2.87421 0.16097
H 0.53655 0.22032 -3.16836
*
```

Summary:
Gap between HOMO and LUMO, eV: 9.0
E_tot, a.u.: -638.0657
Lowest unoccupied orbital energy, eV: -4.0
Relative energy (zero: lowest compared OMol25 entry of this formula, charge and spin), kcal/mol: 70.03
Highest occupied orbital energy, eV: -12.927

Here are the natural (NBO) charges for atoms 1 to 2, given in e: -0.6769, 0.1995

ORCA calculation (ωB97M-V with the def2-TZVPD basis set) on C7H10S in the gas phase.

Geometry as ORCA input:
```
! wB97M-V def2-TZVPD RIJCOSX def2/J DEFGRID3
* xyz 0 1
C 0.64382 0.50099 -2.05074
C 0.25475 0.31960 -0.63053
C 1.08777 1.23705 0.29953
C -1.23893 0.09186 -0.04467
S -1.71334 0.61474 1.53094
C -1.08410 -1.00876 2.07669
C -0.26603 -1.61038 1.22724
C -0.30837 -1.03101 -0.11738
H 1.10636 1.65135 -2.34689
H 1.47558 -0.38341 -2.24686
H -0.36683 0.37070 -2.71629
H 1.14848 0.85788 1.29334
H 0.66887 2.44149 0.59882
H 2.33948 1.31768 0.25725
H -2.13481 0.34075 -0.68302
H -1.09170 -1.49286 3.04640
H 0.22556 -2.52312 1.51127
H -0.74654 -1.69455 -1.00509
*
```

Summary:
Gap between HOMO and LUMO, eV: 8.7
E_tot, a.u.: -670.7357
Lowest unoccupied orbital energy, eV: 0.8
Relative energy (zero: lowest compared OMol25 entry of this formula, charge and spin), kcal/mol: 105.33
Highest occupied orbital energy, eV: -7.909

Here are the natural (NBO) charges for atoms 1 to 2, given in e: -0.6127, -0.0891

ORCA calculation (ωB97M-V with the def2-TZVPD basis set) on a molecular structure, C27H26CrO3PS5.

Geometry as ORCA input:
```
! wB97M-V def2-TZVPD RIJCOSX def2/J DEFGRID3
* xyz -1 5
Cr 1.10322 -0.24453 -0.58419
C 2.23398 -3.80675 2.96123
C 2.98135 -2.95535 1.97381
C 3.38991 -1.67138 2.30336
C 3.98733 -0.83829 1.35923
C 4.44527 0.54527 1.73505
C 4.15420 -1.31930 0.06568
C 3.79196 -2.62071 -0.28359
C 3.99796 -3.10758 -1.69003
C 3.21238 -3.42528 0.68446
H 1.16438 -3.76146 2.73936
H 2.38749 -3.46130 3.98457
H 2.54019 -4.85255 2.89989
H 3.22961 -1.30036 3.31124
H 3.66912 1.29115 1.56912
H 5.31552 0.84000 1.14699
H 4.71635 0.58864 2.79123
H 4.59770 -0.67599 -0.68899
H 3.36517 -2.54157 -2.37742
H 3.73306 -4.16053 -1.78317
H 5.03901 -2.97912 -1.99687
H 2.88966 -4.42589 0.41614
S 1.27270 -0.96327 -2.88262
S -0.07366 -2.54417 -2.91448
S 0.44205 -3.61349 -1.24535
S 0.01120 -2.27145 0.27446
O 1.15410 1.29388 1.11344
S 1.52143 2.34210 0.14050
O 2.41797 3.35539 0.61531
O 1.96399 1.62459 -1.08103
C 0.01174 3.20135 -0.33425
C 0.11137 4.58423 -0.41604
C -0.97159 5.33820 -0.84119
C -2.15521 4.70866 -1.19038
C -2.25464 3.32869 -1.09884
C -1.18576 2.55120 -0.66227
P -1.31416 0.71660 -0.48379
C -2.27271 0.61581 1.07419
C -3.56837 1.11705 1.19152
C -4.24777 1.04109 2.39620
C -3.63513 0.46145 3.50119
C -2.34789 -0.03957 3.39327
C -1.66822 0.03498 2.18384
C -2.49672 0.23541 -1.77203
C -2.32689 0.70909 -3.07190
C -3.09828 0.20699 -4.10728
C -4.03492 -0.78720 -3.86007
C -4.18875 -1.28360 -2.57426
C -3.41949 -0.78137 -1.53530
H 1.04490 5.05643 -0.14609
H -0.88376 6.41545 -0.90427
H -3.00494 5.28677 -1.53178
H -3.17990 2.84227 -1.38183
H -4.05643 1.56093 0.33215
H -5.25498 1.43202 2.47233
H -4.16522 0.39819 4.44371
H -1.86653 -0.49757 4.24793
H -0.66279 -0.35753 2.10620
H -1.56868 1.45417 -3.28224
H -2.95053 0.57792 -5.11368
H -4.62887 -1.18838 -4.67189
H -4.89562 -2.08012 -2.37839
H -3.51785 -1.20031 -0.54212
*
```

Summary:
Gap between HOMO and LUMO (alpha / beta), eV: 6.3 / 6.7
E_tot, a.u.: -4647.1696
Lowest unoccupied orbital energy (alpha / beta), eV: 2.6 / 2.6
Relative energy (zero: lowest compared OMol25 entry of this formula, charge and spin), kcal/mol: 0.00
Highest occupied orbital energy (alpha / beta), eV: -3.770 / -4.124

Here are the natural (NBO) charges for atoms 1 to 2, given in e: 0.9584, -0.6305

ORCA calculation (ωB97M-V with the def2-TZVPD basis set) on a molecular structure, C2H6O2Rh.

Geometry as ORCA input:
```
! wB97M-V def2-TZVPD RIJCOSX def2/J DEFGRID3
* xyz 2 6
C -1.33935 -1.02041 0.07127
C -1.05478 0.40187 -0.20505
O 0.06001 0.81514 -0.60592
H -2.42329 -1.12922 0.22787
H -1.00860 -1.67875 -0.74085
H -0.85018 -1.30814 1.01601
H -1.77081 1.15718 0.16063
H 1.41439 1.30523 0.63437
Rh 1.67028 0.03188 -1.47877
O 2.33401 0.89129 0.14689
H 2.96834 0.53392 0.77356
*
```

Summary:
Gap between HOMO and LUMO (alpha / beta), eV: 5.4 / 8.0
E_tot, a.u.: -339.7930
Lowest unoccupied orbital energy (alpha / beta), eV: -11.1 / -14.2
Relative energy (zero: lowest compared OMol25 entry of this formula, charge and spin), kcal/mol: 4.79
Highest occupied orbital energy (alpha / beta), eV: -16.499 / -22.179

Here are the natural (NBO) charges for atoms 1 to 2, given in e: -0.6344, 0.1014